The following is a quantum chemistry calculation of C30H49BBr18N2O4PS3 as an isolated structure at a distorted geometry, from the OMol25 dataset.

Positions of all 108 atoms, in Å:
C1 -2.506 7.476 -3.520
C2 -2.427 6.682 -4.925
C3 -3.121 5.221 -4.879
C4 -2.032 4.061 -4.636
C5 -2.665 2.594 -4.478
C6 -1.635 1.407 -4.890
C7 -1.327 0.380 -3.686
C8 0.214 -0.132 -3.683
C9 0.531 -1.105 -2.424
C10 1.115 -2.537 -2.872
C11 2.304 -3.077 -1.935
C12 1.962 -3.032 -0.361
C13 1.990 -4.468 0.354
C14 1.801 -4.425 1.951
N1 1.652 -3.024 2.494
C15 0.313 -2.457 2.674
C16 -1.031 -3.212 2.273
C17 -1.541 -2.494 0.890
O1 -1.469 -3.367 -0.259
C18 0.090 -1.014 3.276
P1 -1.538 -0.161 3.618
O2 -1.500 1.338 2.752
O3 -2.960 -0.932 3.155
S1 -1.760 0.355 5.503
C19 1.360 -0.150 3.657
S2 1.302 1.561 4.327
C20 2.750 -0.784 3.416
N2 3.958 0.006 3.730
C21 4.280 0.727 2.673
S3 5.098 1.419 1.421
C22 2.825 -2.217 2.827
B1 4.379 -2.726 2.591
O4 4.859 -2.924 1.244
C23 5.424 -3.020 3.802
C24 5.447 -4.611 4.145
H1 -2.563 8.618 -3.685
H2 -1.560 7.301 -2.880
H3 -3.428 7.157 -2.903
H4 -2.919 7.378 -5.706
H5 -1.311 6.622 -5.208
H6 -3.644 5.087 -5.903
H7 -3.936 5.247 -4.062
H8 -1.319 4.041 -5.526
H9 -1.509 4.313 -3.637
H10 -3.062 2.411 -3.411
H11 -3.563 2.521 -5.201
H12 -0.673 1.866 -5.320
H13 -2.090 0.780 -5.738
H14 -1.962 -0.560 -3.854
H15 -1.622 0.886 -2.698
H16 0.850 0.822 -3.587
H17 0.391 -0.657 -4.685
H18 1.181 -0.576 -1.628
H19 -0.495 -1.288 -1.922
H20 0.296 -3.351 -2.938
H21 1.538 -2.425 -3.942
H22 2.651 -4.141 -2.183
H23 3.203 -2.380 -2.116
H24 0.910 -2.591 -0.195
H25 2.687 -2.273 0.111
H26 1.155 -5.137 -0.089
H27 2.973 -5.029 0.118
H28 2.703 -4.979 2.419
H29 0.920 -5.103 2.265
H30 -0.927 -4.308 1.995
H31 -1.840 -3.181 3.094
H32 -2.632 -2.147 0.967
H33 -0.915 -1.530 0.736
H34 -0.691 -3.967 -0.180
H35 -1.503 1.035 1.802
H36 -3.125 -1.642 3.832
H37 1.858 2.411 3.369
H38 5.829 -2.773 1.253
H39 6.476 -2.775 3.399
H40 5.245 -2.378 4.733
H41 5.322 -4.813 5.274
H42 4.569 -5.131 3.603
H43 6.401 -5.130 3.800
C25 -2.989 4.348 1.896
Br1 -4.142 2.993 1.124
Br2 -1.645 4.953 0.634
Br3 -4.005 5.826 2.631
H44 -2.460 3.881 2.725
C26 -5.679 -2.366 -0.334
Br4 -5.642 -0.449 -0.048
Br5 -4.338 -2.925 -1.616
Br6 -5.532 -3.342 1.336
H45 -6.651 -2.609 -0.760
C27 4.714 2.499 6.332
Br7 3.505 3.991 6.055
Br8 6.572 3.054 6.248
Br9 4.320 1.546 7.974
H46 4.552 1.801 5.512
C28 -8.321 -3.119 4.988
Br10 -6.960 -1.886 4.365
Br11 -9.943 -2.994 3.933
Br12 -7.656 -4.939 5.078
H47 -8.578 -2.823 6.004
C29 -2.034 -0.473 -9.038
Br13 -2.001 1.440 -8.720
Br14 -0.696 -1.011 -10.334
Br15 -1.884 -1.482 -7.387
H48 -3.007 -0.708 -9.467
C30 6.784 5.067 1.378
Br16 6.640 4.261 3.138
Br17 7.765 6.737 1.429
Br18 7.527 3.833 0.076
H49 5.772 5.302 1.052

Cartesian forces (eV/Å) of the 3 atoms listed first:
0.24 0.14 0.24
0.07 0.76 0.40
0.26 0.61 -0.52

Output
E_HOMO: -11.40 eV
Total charge: +1
Spin multiplicity: 1
Largest force on an atom: 5.34 eV/A
Orbital gap: 6.6 eV
E_LUMO: -4.791 eV

Atomic partial charges in e from the Mulliken method, atoms 1 to 2: -0.887 -0.425



The following is a quantum chemistry calculation of C30H49GeHfN3PS as an isolated structure at a distorted geometry, from the OMol25 dataset.

Positions of all 86 atoms, in Å:
Hf1 -0.536 -1.148 1.055
C1 1.542 -4.419 -1.626
C2 0.564 -3.428 -2.261
C3 -0.857 -3.978 -2.217
P1 0.771 -1.792 -1.348
C4 2.334 -1.144 -2.196
C5 2.250 -0.956 -3.706
C6 2.762 0.163 -1.528
C7 -0.546 -0.678 -2.008
C8 -0.999 -0.864 -3.313
C9 -1.979 -0.074 -3.891
C10 -2.463 -0.327 -5.282
C11 -2.527 0.952 -3.127
C12 -2.100 1.173 -1.838
C13 -1.110 0.377 -1.239
N1 -0.715 0.619 0.070
C14 -1.009 1.855 0.686
C15 -1.878 1.924 1.791
C16 -2.629 0.708 2.278
C17 -2.068 3.131 2.453
C18 -1.430 4.296 2.050
C19 -1.625 5.602 2.753
C20 -0.609 4.229 0.934
C21 -0.403 3.048 0.240
C22 0.503 3.056 -0.952
H1 1.493 -5.371 -2.149
H2 1.291 -4.592 -0.580
H3 2.569 -4.062 -1.682
H4 0.856 -3.273 -3.304
H5 -1.236 -4.007 -1.192
H6 -0.869 -4.986 -2.626
H7 -1.539 -3.366 -2.802
H8 3.094 -1.904 -1.972
H9 1.437 -0.285 -3.974
H10 2.118 -1.903 -4.222
H11 3.180 -0.518 -4.065
H12 2.144 0.982 -1.890
H13 3.803 0.385 -1.766
H14 2.660 0.094 -0.441
H15 -0.574 -1.659 -3.904
H16 -1.785 -0.984 -5.818
H17 -2.568 0.603 -5.837
H18 -3.442 -0.804 -5.243
H19 -3.293 1.584 -3.549
H20 -2.530 1.976 -1.253
H21 -3.092 0.154 1.448
H22 -3.422 1.026 2.954
H23 -1.962 0.034 2.847
H24 -2.737 3.153 3.303
H25 -1.827 5.457 3.811
H26 -2.470 6.134 2.318
H27 -0.742 6.229 2.641
H28 -0.127 5.131 0.580
H29 0.791 4.071 -1.208
H30 0.019 2.605 -1.814
H31 1.400 2.478 -0.740
C23 -2.774 -5.283 2.237
Ge1 -2.195 -3.365 2.228
C24 -0.327 -3.328 3.047
C25 -3.362 -2.454 3.612
C26 -1.945 -2.595 0.455
H32 -2.956 -5.627 3.250
H33 -2.030 -5.932 1.787
H34 -3.692 -5.394 1.670
H35 -0.297 -3.858 3.996
H36 0.025 -2.300 3.248
H37 0.399 -3.817 2.390
H38 -3.728 -3.211 4.295
H39 -4.230 -1.986 3.161
H40 -2.840 -1.708 4.204
H41 -2.850 -2.101 0.059
S1 1.735 -0.031 2.453
C27 2.738 1.283 2.076
N2 4.057 1.091 2.043
C28 5.008 2.161 1.806
C29 4.361 3.189 0.889
C30 3.048 3.650 1.508
N3 2.237 2.492 1.844
H42 4.393 0.172 2.289
H43 5.903 1.739 1.346
H44 5.300 2.624 2.756
H45 4.162 2.733 -0.081
H46 5.026 4.035 0.738
H47 2.489 4.265 0.804
H48 3.232 4.251 2.406
H49 1.229 2.599 1.838

Cartesian forces (eV/Å) of the 3 atoms listed first:
0.63 -1.89 -1.03
0.05 0.14 -0.05
-0.18 0.07 0.56

Output
E_HOMO: -9.59 eV
Energy above the lowest of the compared OMol25 structures with the same formula, charge and spin: 18.6 kcal/mol
Total charge: +1
Spin multiplicity: 1
Largest force on an atom: 3.20 eV/A
Orbital gap: 6.9 eV
E_LUMO: -2.697 eV

Atomic partial charges in e from the Mulliken method, atoms 1 to 2: -1.666 -1.564



The following is a quantum chemistry calculation of one molecule with the formula C30H50, from the OMol25 dataset.

Positions of all 80 atoms, in Å:
C1 -5.275 -0.459 -3.836
C2 -5.340 -0.687 -2.355
C3 -5.117 -2.109 -1.921
C4 -5.585 0.307 -1.510
C5 -5.688 0.203 -0.020
C6 -4.458 0.798 0.694
C7 -3.218 -0.019 0.437
C8 -2.366 0.453 -0.699
C9 -2.946 -1.081 1.188
C10 -1.776 -2.006 1.038
C11 -0.509 -1.435 1.704
C12 0.609 -2.436 1.656
C13 0.528 -3.575 2.633
C14 1.598 -2.353 0.772
C15 2.703 -3.362 0.656
C16 3.707 -3.007 -0.438
C17 4.426 -1.725 -0.142
C18 5.043 -0.967 -1.041
C19 5.086 -1.328 -2.498
C20 5.688 0.337 -0.660
C21 4.884 1.525 -1.203
C22 3.474 1.519 -0.699
C23 2.519 2.348 -1.103
C24 2.778 3.422 -2.120
C25 1.136 2.278 -0.523
C26 0.927 3.369 0.546
C27 -0.399 3.204 1.221
C28 -0.610 2.541 2.352
C29 0.492 1.896 3.145
C30 -1.980 2.403 2.944
H1 -4.281 -0.705 -4.212
H2 -5.990 -1.104 -4.346
H3 -5.496 0.575 -4.090
H4 -4.476 -2.155 -1.045
H5 -4.652 -2.680 -2.721
H6 -6.067 -2.585 -1.675
H7 -5.723 1.308 -1.902
H8 -6.573 0.756 0.307
H9 -5.806 -0.836 0.287
H10 -4.669 0.827 1.765
H11 -4.305 1.822 0.348
H12 -2.992 0.726 -1.546
H13 -1.811 1.338 -0.385
H14 -1.652 -0.301 -1.016
H15 -3.611 -1.312 2.012
H16 -1.558 -2.190 -0.016
H17 -2.018 -2.966 1.499
H18 -0.227 -0.516 1.189
H19 -0.739 -1.186 2.742
H20 0.452 -4.528 2.109
H21 -0.332 -3.469 3.288
H22 1.428 -3.614 3.248
H23 1.635 -1.525 0.077
H24 3.225 -3.447 1.615
H25 2.272 -4.347 0.446
H26 4.437 -3.819 -0.532
H27 3.186 -2.928 -1.396
H28 4.432 -1.429 0.899
H29 5.811 -0.715 -3.028
H30 5.358 -2.374 -2.628
H31 4.109 -1.177 -2.958
H32 5.749 0.415 0.428
H33 6.704 0.379 -1.060
H34 5.378 2.458 -0.911
H35 4.882 1.498 -2.297
H36 3.245 0.764 0.041
H37 1.877 3.996 -2.322
H38 3.126 2.986 -3.057
H39 3.553 4.104 -1.771
H40 0.981 1.303 -0.058
H41 0.390 2.401 -1.312
H42 0.979 4.351 0.071
H43 1.737 3.304 1.273
H44 -1.242 3.643 0.702
H45 1.194 1.370 2.502
H46 0.080 1.185 3.857
H47 1.047 2.650 3.704
H48 -2.713 2.979 2.386
H49 -2.283 1.356 2.934
H50 -1.979 2.744 3.979

Cartesian forces (eV/Å) of the 3 atoms listed first:
-0.02 0.12 0.15
-0.05 0.08 -0.17
-0.01 0.09 0.09

Output
E_HOMO: -8.29 eV
Energy above the lowest of the compared OMol25 structures with the same formula, charge and spin: 6.3 kcal/mol
Spin multiplicity: 1
Largest force on an atom: 0.36 eV/A
Orbital gap: 9.1 eV
SMILES string: CC(C)=CCC/C(C)=C/CC/C(C)=C/CC/C=C(\C)CC/C=C(\C)CCC=C(C)C
E_LUMO: 0.787 eV

Atomic partial charges in e from the Mulliken method, atoms 1 to 2: -1.628 1.219



The following is a quantum chemistry calculation of C30H50AuOP4 as an isolated structure at a distorted geometry, from the OMol25 dataset.

Positions of all 86 atoms, in Å:
Au1 1.133 -1.134 -1.478
P1 -2.045 -0.326 -0.357
P2 1.710 -3.204 -0.498
P3 0.558 0.285 -3.200
H1 1.891 3.143 1.626
C1 1.471 3.290 0.630
C2 0.141 3.403 0.439
H2 -0.555 3.503 1.293
C3 -3.193 -0.167 1.098
C4 -2.776 -1.825 -1.151
C5 -2.872 0.971 -1.369
C6 3.480 -3.533 -0.168
C7 0.829 -3.889 0.958
C8 1.254 -4.521 -1.680
C9 0.033 1.972 -2.796
C10 -0.764 -0.513 -4.163
C11 1.873 0.496 -4.423
H3 2.178 3.199 -0.204
H4 -0.307 3.604 -0.549
H5 -3.217 0.887 1.420
H6 -2.847 -0.789 1.936
H7 -4.206 -0.484 0.798
H8 -2.375 -2.716 -0.650
H9 -2.482 -1.868 -2.207
H10 -3.870 -1.823 -1.064
H11 -2.449 1.936 -1.072
H12 -3.954 1.001 -1.194
H13 -2.690 0.802 -2.433
H14 3.837 -4.308 -0.862
H15 3.602 -3.893 0.863
H16 4.110 -2.642 -0.280
H17 1.260 -4.868 1.209
H18 -0.232 -4.030 0.719
H19 0.894 -3.231 1.829
H20 1.578 -5.509 -1.300
H21 1.712 -4.322 -2.656
H22 0.161 -4.542 -1.806
H23 0.306 2.679 -3.597
H24 0.482 2.324 -1.861
H25 -1.058 2.001 -2.691
H26 -0.645 -0.278 -5.232
H27 -1.762 -0.187 -3.839
H28 -0.681 -1.600 -4.039
H29 1.531 1.117 -5.262
H30 2.157 -0.492 -4.809
H31 2.746 0.957 -3.941
C12 4.920 0.370 -2.404
C13 5.910 -0.561 -2.014
C14 7.219 -0.409 -2.475
C15 7.545 0.637 -3.353
C16 6.545 1.517 -3.800
C17 5.237 1.408 -3.297
O1 3.677 0.403 -1.808
H32 3.226 -0.510 -1.704
H33 5.683 -1.351 -1.299
H34 7.987 -1.110 -2.132
H35 8.568 0.782 -3.703
H36 6.756 2.304 -4.524
H37 4.482 2.140 -3.567
C18 -1.035 1.222 3.590
P4 -0.015 -0.131 2.831
C19 1.667 0.145 3.518
C20 1.848 0.871 4.706
C21 3.127 1.049 5.241
C22 4.244 0.528 4.582
C23 4.079 -0.162 3.372
C24 2.806 -0.337 2.827
C25 -0.623 -1.594 3.774
C26 -1.445 -2.551 3.126
C27 -2.057 -3.569 3.850
C28 -1.848 -3.675 5.234
C29 -0.987 -2.771 5.866
C30 -0.351 -1.767 5.135
H38 -0.535 2.188 3.445
H39 -1.212 1.054 4.663
H40 -2.001 1.239 3.071
H41 0.987 1.298 5.227
H42 3.256 1.596 6.173
H43 5.239 0.661 5.003
H44 4.952 -0.565 2.857
H45 2.671 -0.850 1.873
H46 -1.592 -2.514 2.042
H47 -2.694 -4.293 3.324
H48 -2.356 -4.453 5.812
H49 -0.786 -2.853 6.938
H50 0.364 -1.112 5.632

Cartesian forces (eV/Å) of the 3 atoms listed first:
-0.52 -0.80 0.41
-1.10 -0.07 0.14
-0.31 -1.06 0.29

Output
E_HOMO (alpha / beta): -16.10 / -15.88 eV
Energy above the lowest of the compared OMol25 structures with the same formula, charge and spin: 0.0 kcal/mol
Total charge: +3
Spin multiplicity: 3
Largest force on an atom: 3.04 eV/A
Orbital gap (alpha / beta): 8.4 / 4.0 eV
E_LUMO (alpha / beta): -7.714 / -11.840 eV

Atomic partial charges in e from the Mulliken method, atoms 1 to 2: 0.266 0.793



The following is a quantum chemistry calculation of C30H50BrMgN3OP2 as an isolated structure at a distorted geometry, from the OMol25 dataset.

Positions of all 88 atoms, in Å:
C1 -0.987 6.910 -3.396
C2 -1.353 5.565 -3.513
C3 -1.441 4.994 -4.785
C4 -1.178 5.783 -5.910
N1 -0.835 7.067 -5.785
C5 -0.743 7.633 -4.580
C6 -1.563 4.657 -2.388
C7 -0.969 3.671 -1.832
C8 -0.502 2.512 -1.156
C9 0.572 2.566 -0.232
C10 0.992 1.441 0.422
C11 0.459 0.073 0.248
C12 -0.613 0.109 -0.772
C13 -1.174 1.236 -1.303
Mg1 -2.925 3.154 -1.559
P1 2.403 -1.090 0.364
H1 -1.625 3.923 -4.890
H2 -0.834 7.367 -2.426
H3 -1.235 5.335 -6.916
H4 -0.440 8.694 -4.526
H5 -2.046 1.252 -2.055
H6 1.110 3.525 -0.171
H7 -1.222 -0.790 -0.936
H8 1.759 1.563 1.181
C14 2.625 -2.565 1.469
C15 3.384 -3.812 0.999
H9 1.595 -2.840 1.729
H10 3.078 -2.186 2.400
H11 3.587 -4.448 1.871
H12 2.797 -4.415 0.293
H13 4.351 -3.576 0.539
C16 2.695 -1.606 -1.359
C17 3.259 -0.520 -2.287
H14 1.718 -1.958 -1.718
H15 3.343 -2.497 -1.336
H16 3.064 -0.808 -3.330
H17 2.786 0.457 -2.110
H18 4.349 -0.422 -2.166
C18 3.872 -0.049 0.797
C19 5.263 -0.697 0.825
H19 3.672 0.396 1.782
H20 3.886 0.793 0.091
H21 6.025 0.065 1.051
H22 5.343 -1.475 1.592
H23 5.530 -1.146 -0.139
Br1 -0.286 -0.949 1.751
P2 -2.670 -2.924 -2.323
C20 -0.922 -3.099 -1.770
C21 -0.416 -4.509 -2.118
H24 -0.882 -2.930 -0.678
H25 -0.324 -2.320 -2.268
H26 0.662 -4.487 -2.312
H27 -0.584 -5.200 -1.281
H28 -0.924 -4.898 -3.014
C22 -3.564 -2.909 -0.728
C23 -4.922 -3.633 -0.825
H29 -3.680 -1.843 -0.466
H30 -2.905 -3.405 0.008
H31 -5.288 -3.802 0.194
H32 -5.665 -3.014 -1.357
H33 -4.802 -4.618 -1.314
C24 -2.923 -1.314 -3.135
C25 -3.345 -1.585 -4.584
H34 -1.991 -0.741 -3.062
H35 -3.711 -0.808 -2.558
H36 -3.709 -0.663 -5.044
H37 -2.482 -1.931 -5.167
H38 -4.140 -2.344 -4.619
C26 -2.412 0.581 4.061
N2 -1.296 0.500 4.969
C27 -1.625 0.374 6.364
C28 -0.093 0.992 4.481
O1 -0.083 1.727 3.491
N3 1.100 0.577 5.044
C29 1.281 0.018 6.360
C30 2.257 0.712 4.193
H39 -3.320 0.323 4.598
H40 -2.277 -0.111 3.228
H41 -2.500 1.574 3.621
H42 -1.429 -0.644 6.737
H43 -1.040 1.088 6.966
H44 -2.699 0.581 6.475
H45 2.367 -0.129 6.489
H46 0.918 0.697 7.145
H47 0.829 -0.983 6.455
H48 2.291 -0.098 3.445
H49 2.215 1.666 3.664
H50 3.158 0.637 4.805

Cartesian forces (eV/Å) of the 3 atoms listed first:
-0.05 -0.06 -0.21
-0.02 -0.01 -0.76
0.18 -0.01 -0.50

Output
E_HOMO (alpha / beta): -12.24 / -12.24 eV
Energy above the lowest of the compared OMol25 structures with the same formula, charge and spin: 48.5 kcal/mol
Total charge: +2
Spin multiplicity: 1
Largest force on an atom: 2.50 eV/A
Orbital gap (alpha / beta): 3.6 / 3.6 eV
E_LUMO (alpha / beta): -8.668 / -8.665 eV

Atomic partial charges in e from the Mulliken method, atoms 1 to 2: -0.428 1.038